1.
A cluster of 2 separate species, C6H13NO in total, computed with wB97M-V/def2-TZVPD.

Calculated values
HOMO   -9.24 eV
ΔE to the lowest compared entry with this formula, charge and spin   336.70 kJ/mol
SMILES   C[C@H](N)O.C#CCC
Charge   0

Element x y z (Å)
C 2.14 0.51 0.07
C 1.27 0.77 1.46
N 1.42 1.03 -1.06
O 2.51 -0.81 -0.04
H 1.61 -1.39 -0.02
H 3.03 1.11 0.23
H 0.81 0.33 -1.47
H 2.05 1.36 -1.78
H 0.91 1.79 1.44
H 2.03 0.67 2.23
H 0.48 0.09 1.77
C -1.72 0.11 0.14
C -2.92 -0.17 -0.77
C -0.78 -1.00 0.11
C -0.07 -1.98 -0.06
H -1.21 1.02 -0.20
H -2.05 0.27 1.17
H -3.44 -1.07 -0.45
H -3.61 0.66 -0.73
H -2.60 -0.30 -1.80
H 0.14 -3.00 -0.23

Atom charges from the Mulliken analysis, given in e for atoms 1 to 2: -0.13 -1.05

2.
A structure of composition C36H50As2IrN5O9S, computed with wB97M-V/def2-TZVPD.

Calculated values
HOMO (alpha / beta)   -12.98 / -13.08 eV
Multiplicity   5
Charge   +2

Element x y z (Å)
Ir 0.24 0.49 0.08
N 0.09 0.18 2.17
C 1.44 0.28 2.80
C 2.19 1.39 2.10
N 2.21 1.05 0.64
H -0.55 0.85 2.59
H -0.30 -0.75 2.33
H 1.95 -0.66 2.63
H 1.37 0.46 3.87
H 3.20 1.49 2.49
H 1.67 2.34 2.21
H 2.73 0.18 0.50
H 2.69 1.77 0.12
C 3.13 -0.06 -2.39
C 1.96 -0.91 -2.85
C 2.21 -2.11 -3.50
C 1.16 -2.88 -3.99
C -0.14 -2.41 -3.91
C -0.43 -1.20 -3.30
C -1.85 -0.70 -3.33
C 0.63 -0.49 -2.73
N 0.38 0.72 -1.97
C 0.15 1.84 -2.53
C 0.15 2.06 -4.01
C -0.07 3.03 -1.62
C -0.27 4.38 -2.21
N -0.06 2.78 -0.37
C -0.07 3.80 0.64
C 1.06 4.60 0.81
C 2.26 4.55 -0.12
C 1.08 5.49 1.88
C 0.01 5.59 2.74
C -1.12 4.80 2.54
C -1.18 3.89 1.49
C -2.42 3.07 1.26
H 3.91 -0.07 -3.15
H 3.56 -0.47 -1.48
H 2.85 0.98 -2.23
H 3.23 -2.44 -3.62
H 1.37 -3.82 -4.49
H -0.95 -2.99 -4.34
H -2.13 -0.45 -4.35
H -2.01 0.18 -2.71
H -2.54 -1.48 -2.99
H 0.47 1.17 -4.54
H 0.80 2.89 -4.26
H -0.86 2.32 -4.35
H -1.09 4.36 -2.93
H 0.62 4.71 -2.76
H -0.50 5.12 -1.44
H 2.29 3.65 -0.74
H 3.19 4.60 0.45
H 2.26 5.40 -0.80
H 1.96 6.12 2.02
H 0.04 6.29 3.57
H -1.97 4.90 3.20
H -3.13 3.21 2.08
H -2.19 2.01 1.17
H -2.92 3.36 0.34
C 3.81 -4.14 -0.93
O 3.22 -2.89 -0.50
C 1.97 -2.77 -0.07
O 1.65 -1.68 0.40
C 1.00 -3.83 -0.10
C 0.98 -5.09 -0.79
As 1.27 -6.52 0.61
C 1.13 -8.14 -0.45
C -0.64 -6.39 1.15
C -1.34 -5.26 1.19
As -0.57 -3.43 0.99
C 0.32 -3.53 2.75
C -2.68 -5.07 1.87
O -2.72 -4.87 3.05
O -3.79 -5.05 1.14
C -3.72 -5.07 -0.30
C -0.92 -7.67 1.93
O 0.03 -8.12 2.53
O -2.09 -8.29 1.99
C -3.18 -7.94 1.12
C 0.00 -5.26 -1.90
O -0.92 -4.51 -2.09
O 0.25 -6.35 -2.63
C -0.67 -6.61 -3.71
H 4.77 -3.87 -1.36
H 3.20 -4.63 -1.69
H 3.95 -4.79 -0.08
H 1.83 -8.09 -1.28
H 0.13 -8.32 -0.84
H 1.42 -8.95 0.22
H 0.90 -4.45 2.82
H -0.45 -3.54 3.52
H 0.99 -2.68 2.88
H -4.65 -4.62 -0.64
H -3.68 -6.10 -0.66
H -2.87 -4.51 -0.68
H -3.67 -8.88 0.88
H -2.81 -7.49 0.21
H -3.87 -7.29 1.64
H -0.53 -7.65 -3.97
H -0.42 -5.98 -4.56
H -1.69 -6.42 -3.41
O -3.34 -1.83 -0.54
S -2.99 -0.47 -0.23
N -1.55 -0.08 -0.16

Atom charges from the Mulliken analysis, given in e for atoms 1 to 2: 3.70 -0.63

3.
An isolated molecule of C5H14N2, computed with wB97M-V/def2-TZVPD.

Calculated values
HOMO   -8.86 eV
ΔE to the lowest compared entry with this formula, charge and spin   177.41 kJ/mol
SMILES   CN[C@@H](C)CCN
Charge   0

Element x y z (Å)
C -0.62 2.00 1.68
N -0.51 1.70 0.22
C -0.39 0.25 -0.04
C 0.71 -0.04 -1.08
C 1.27 -1.45 -0.95
N 1.98 -1.51 0.44
C -1.74 -0.35 -0.39
H 0.19 1.56 2.26
H -0.53 3.08 1.81
H -1.57 1.79 2.18
H -1.46 1.98 -0.04
H -0.08 -0.35 0.87
H 0.28 -0.01 -2.09
H 1.45 0.76 -1.23
H 0.62 -2.22 -1.34
H 2.18 -1.52 -1.56
H 2.93 -1.75 0.19
H 1.58 -2.39 0.77
H -2.53 -0.50 0.34
H -1.56 -1.32 -0.85
H -2.20 0.28 -1.19

Atom charges from the Mulliken analysis, given in e for atoms 1 to 2: -0.94 -0.47

4.
A structure of composition C29H48NP3SSeSn, computed with wB97M-V/def2-TZVPD.

Calculated values
HOMO (alpha / beta)   -17.82 / -17.82 eV
ΔE to the lowest compared entry with this formula, charge and spin   0.00 kJ/mol
Charge   +4

Element x y z (Å)
Sn -0.26 0.28 -0.13
P -1.47 -2.04 0.65
P 1.71 -0.16 1.84
P 1.41 -1.39 -1.63
H -3.31 4.99 -7.59
C -3.27 4.05 -8.15
C -4.36 3.28 -8.32
H -5.33 3.57 -7.89
C -2.96 -1.68 1.61
C -0.63 -3.33 1.62
C -2.16 -2.78 -0.88
C 3.02 1.14 1.78
C 1.03 0.03 3.54
C 2.68 -1.71 2.01
C 0.61 -1.33 -3.28
C 1.63 -3.17 -1.28
C 3.10 -0.77 -1.91
H -2.31 3.78 -8.61
H -4.33 2.36 -8.90
H -3.52 -0.86 1.15
H -2.67 -1.37 2.62
H -3.62 -2.55 1.70
H -0.33 -2.92 2.60
H 0.27 -3.71 1.11
H -1.32 -4.17 1.80
H -2.78 -2.04 -1.40
H -2.79 -3.64 -0.62
H -1.37 -3.11 -1.58
H 3.65 1.09 2.68
H 2.55 2.13 1.73
H 3.65 1.01 0.90
H 1.77 -0.23 4.31
H 0.15 -0.62 3.67
H 0.70 1.07 3.70
H 3.35 -1.63 2.87
H 3.28 -1.90 1.11
H 2.00 -2.57 2.17
H 1.08 -2.07 -3.95
H 0.72 -0.33 -3.72
H -0.46 -1.55 -3.19
H 2.29 -3.62 -2.04
H 0.67 -3.71 -1.28
H 2.10 -3.32 -0.29
H 3.68 -1.52 -2.47
H 3.61 -0.58 -0.95
H 3.07 0.17 -2.47
C 0.37 2.58 -2.86
C -0.93 2.18 -3.20
C -1.49 2.54 -4.42
C -0.79 3.36 -5.31
C 0.51 3.76 -4.98
C 1.10 3.36 -3.78
Se 1.21 2.20 -1.20
H -1.53 0.03 -1.34
H -1.51 1.57 -2.50
H -2.50 2.20 -4.67
H -1.26 3.67 -6.24
H 1.07 4.41 -5.66
H 2.11 3.67 -3.53
N -0.98 1.52 1.43
S -2.54 1.90 1.84
C -2.34 3.56 2.50
C -1.11 4.19 2.70
C -1.05 5.31 3.54
C -2.21 5.86 4.08
C -3.45 5.26 3.80
C -3.52 4.13 2.99
C -2.90 1.14 3.45
C -4.10 0.45 3.68
C -4.36 -0.10 4.93
C -3.45 0.06 5.98
C -2.28 0.78 5.77
C -2.02 1.35 4.52
H -0.30 2.15 1.85
H -0.17 3.86 2.26
H -0.07 5.74 3.76
H -2.15 6.73 4.73
H -4.36 5.67 4.23
H -4.48 3.65 2.78
H -4.81 0.35 2.86
H -5.28 -0.66 5.10
H -3.66 -0.38 6.97
H -1.56 0.92 6.58
H -1.14 1.97 4.38

Atom charges from the Mulliken analysis, given in e for atoms 1 to 2: -0.04 0.90